No. 1
The following is a quantum chemistry calculation of C12H30Br2O6Sr as an isolated structure in a non-equilibrium geometry, from OMol25.

Summary:
ΔE to the lowest compared entry with this formula, charge and spin	0.0	kcal per mole
E	-6105.48725	Ha
highest occupied orbital energy	-0.2936	Ha
orbital gap	8.32	eV

Geometry as ORCA input:
```
! wB97M-V def2-TZVPD RIJCOSX def2/J DEFGRID3
* xyz 0 1
Sr 15.684 21.396 -3.878
Br 14.896 23.352 -6.003
Br 16.078 18.740 -2.567
C 17.118 22.080 -0.668
O 15.960 21.816 -1.436
C 14.826 21.803 -0.557
C 13.570 21.673 -1.445
O 13.765 22.475 -2.596
C 13.448 23.831 -2.441
H 17.238 21.325 0.115
H 17.164 23.074 -0.207
H 17.960 22.007 -1.356
H 14.804 22.734 0.020
H 14.873 21.005 0.186
H 12.651 22.009 -0.961
H 13.489 20.618 -1.709
H 13.832 24.435 -3.263
H 13.922 24.293 -1.563
H 12.364 23.966 -2.374
C 17.113 24.752 -2.688
O 17.259 23.517 -3.391
C 18.347 23.504 -4.303
C 19.060 22.192 -4.025
O 18.146 21.145 -4.340
C 18.854 19.911 -4.342
H 18.021 24.894 -2.093
H 16.293 24.725 -1.968
H 16.858 25.516 -3.427
H 19.055 24.322 -4.134
H 17.995 23.620 -5.329
H 19.413 22.130 -2.990
H 19.971 22.077 -4.626
H 18.249 19.046 -4.592
H 19.349 19.753 -3.381
H 19.642 19.910 -5.110
C 16.852 20.056 -7.012
O 15.849 19.981 -6.021
C 14.608 19.491 -6.523
C 13.580 19.201 -5.449
O 13.370 20.353 -4.638
C 12.107 20.987 -4.812
H 16.444 20.188 -8.018
H 17.377 19.094 -7.050
H 17.529 20.870 -6.777
H 14.795 18.603 -7.139
H 14.225 20.236 -7.231
H 13.892 18.389 -4.792
H 12.664 18.971 -5.999
H 12.074 21.516 -5.768
H 11.991 21.706 -4.008
H 11.316 20.233 -4.769
*
```

Which charges does Löwdin predict for the atoms? In e, they are: 1.07 -0.21 -0.18 -0.09 -0.38 -0.18 -0.17 -0.36 -0.10 0.10 0.10 0.08 0.12 0.13 0.14 0.11 0.07 0.09 0.10 -0.07 -0.33 -0.19 -0.19 -0.34 -0.14 0.10 0.08 0.11 0.13 0.11 0.13 0.13 0.05 0.10 0.10 -0.10 -0.36 -0.20 -0.19 -0.33 -0.08 0.10 0.10 0.08 0.13 0.12 0.10 0.13 0.09 0.08 0.09


No. 2
The following is a quantum chemistry calculation of H4P4S in the gas phase in a non-equilibrium geometry, from OMol25.

Summary:
ΔE to the lowest compared entry with this formula, charge and spin	12.2	kcal per mole
E	-1765.93600	Ha
highest occupied orbital energy	-0.3257	Ha
orbital gap	7.32	eV

Geometry as ORCA input:
```
! wB97M-V def2-TZVPD RIJCOSX def2/J DEFGRID3
* xyz 0 1
P -0.141 -0.611 -0.478
P -2.320 -0.228 -0.197
P 2.360 1.391 -0.267
P 0.223 1.369 0.178
S -3.043 1.505 0.025
H -2.517 -1.315 0.697
H -2.665 -0.848 -1.280
H 2.881 0.568 0.836
H 2.575 2.582 0.317
*
```

Which charges does Löwdin predict for the atoms? In e, they are: 0.22 -0.16 0.33 0.13 0.04 -0.06 -0.14 -0.13 -0.23


No. 3
The following is a quantum chemistry calculation of C30H38I2N4OSi2Ti as an isolated structure in a non-equilibrium geometry, from OMol25.

Summary:
ΔE to the lowest compared entry with this formula, charge and spin	35.0	kcal per mole
E	-3484.18381	Ha
highest occupied orbital energy (spin up / spin down)	-0.1573 / -0.2774	Ha
orbital gap (spin up / spin down)	3.89 / 7.21	eV

Geometry as ORCA input:
```
! wB97M-V def2-TZVPD RIJCOSX def2/J DEFGRID3
* xyz 0 3
Ti -0.029 0.645 0.309
I 1.015 7.544 -2.587
C 0.734 5.788 -1.457
C 0.012 5.849 -0.279
C -0.145 4.689 0.458
I -1.334 4.678 2.192
C 0.422 3.466 0.074
O 0.334 2.393 0.844
C 1.081 3.430 -1.175
C 1.418 2.046 -1.695
N 0.267 1.182 -1.502
C -0.917 1.593 -2.238
C -2.147 1.409 -1.378
C -3.390 1.821 -1.778
C -4.502 1.656 -0.932
C -4.280 1.051 0.313
C -3.021 0.657 0.674
N -1.914 0.829 -0.144
C 1.238 4.583 -1.921
H -0.431 6.776 0.055
H 1.731 2.108 -2.748
H 2.255 1.631 -1.120
H 0.461 -0.850 -1.878
H -0.872 2.646 -2.545
H -1.034 1.006 -3.167
H -3.501 2.285 -2.751
H -5.486 1.992 -1.225
H -5.096 0.908 1.011
H -2.834 0.208 1.640
H 1.747 4.528 -2.876
C 2.872 -3.648 -3.431
Si 2.290 -1.906 -2.994
C 3.768 -0.943 -2.311
C 1.653 -1.092 -4.570
C 0.882 -1.851 -1.701
C 1.499 -1.809 -0.339
C 2.102 -2.936 0.216
C 2.830 -2.842 1.385
C 2.978 -1.587 1.974
C 2.338 -0.514 1.410
N 1.560 -0.604 0.303
Si -0.610 -3.017 -1.892
C -1.583 -2.996 -0.272
C -1.758 -2.326 -3.219
C -0.191 -4.800 -2.355
H 3.756 -3.588 -4.071
H 2.111 -4.203 -3.980
H 3.144 -4.234 -2.550
H 4.261 -0.370 -3.099
H 4.513 -1.608 -1.869
H 3.458 -0.237 -1.538
H 2.457 -1.006 -5.305
H 1.267 -0.089 -4.375
H 0.850 -1.674 -5.028
H 2.010 -3.885 -0.298
H 3.309 -3.711 1.817
H 3.584 -1.452 2.859
H 2.433 0.477 1.838
H -1.774 -1.955 0.009
H -1.046 -3.500 0.535
H -2.550 -3.489 -0.382
H -2.254 -1.416 -2.871
H -2.532 -3.057 -3.464
H -1.224 -2.087 -4.142
H 0.521 -5.274 -1.674
H 0.231 -4.845 -3.360
H -1.101 -5.404 -2.354
C 0.260 -0.665 4.993
C -0.114 -1.576 4.016
C -0.370 -1.130 2.737
N -0.282 0.161 2.351
C 0.042 1.040 3.325
C 0.321 0.673 4.624
H 0.485 -0.985 6.001
H -0.202 -2.631 4.237
H -0.669 -1.834 1.972
H 0.073 2.079 3.031
H 0.584 1.435 5.345
*
```

Which charges does Löwdin predict for the atoms? In e, they are: 0.89 0.82 -0.73 -0.23 -0.60 0.93 -0.39 -0.25 -0.15 -0.19 -0.24 -0.18 -0.27 -0.06 -0.11 -0.11 -0.16 -0.09 -0.12 0.08 0.12 0.10 0.05 0.12 0.11 0.11 0.08 0.10 0.09 0.10 -0.17 0.53 -0.15 -0.16 -0.33 -0.33 -0.02 -0.03 -0.05 -0.12 -0.01 0.52 -0.16 -0.15 -0.17 0.04 0.01 0.03 0.04 0.03 0.01 0.03 0.03 0.02 0.11 0.11 0.11 0.13 0.01 0.03 0.04 0.03 0.04 0.02 0.03 0.01 0.03 -0.05 -0.05 -0.13 -0.04 -0.11 -0.04 0.11 0.11 0.09 0.06 0.11


No. 4
The following is a quantum chemistry calculation of C36H35BiFN7O5 as an isolated structure in a non-equilibrium geometry, from OMol25.

Summary:
ΔE to the lowest compared entry with this formula, charge and spin	103.0	kcal per mole
E	-2466.60281	Ha
highest occupied orbital energy	0.0155	Ha
orbital gap	2.91	eV

Geometry as ORCA input:
```
! wB97M-V def2-TZVPD RIJCOSX def2/J DEFGRID3
* xyz -2 1
Bi -0.419 1.909 1.627
O -2.967 -1.268 -2.138
C -3.881 -1.343 -1.211
C -4.999 -2.246 -1.395
C -6.126 -1.988 -0.685
C -6.233 -0.952 0.299
C -5.043 -0.336 0.722
C -3.888 -0.577 0.002
C -2.701 0.209 0.210
O -2.641 0.937 1.243
N -1.794 0.291 -0.769
N -0.890 1.325 -0.656
C -0.609 1.966 -1.796
C 0.057 3.240 -1.925
C 0.754 3.530 -3.100
C 1.473 4.771 -3.268
C 1.361 5.701 -2.287
C 0.596 5.470 -1.141
C 0.041 4.187 -0.852
O -0.487 3.950 0.346
H -2.160 -0.539 -1.657
H -4.982 -2.965 -2.228
H -6.976 -2.628 -0.927
H -7.233 -0.655 0.573
H -5.053 0.340 1.612
H -0.810 1.402 -2.741
H 0.670 2.858 -4.016
H 1.979 5.032 -4.270
H 1.950 6.595 -2.367
H 0.489 6.167 -0.347
C -0.330 -4.749 -4.931
C 1.208 -4.495 -5.006
C 1.855 -4.540 -3.640
C 1.620 -3.246 -5.825
N 1.020 -1.938 -5.449
C 0.899 -0.763 -6.061
N 0.200 0.104 -5.319
N -0.206 -0.595 -4.210
N 0.337 -1.831 -4.274
H -0.359 -5.832 -4.968
H -0.846 -4.285 -5.740
H -0.800 -4.454 -3.987
H 1.612 -5.270 -5.680
H 1.603 -3.648 -2.992
H 2.952 -4.766 -3.561
H 1.461 -5.408 -3.131
H 1.519 -3.377 -6.909
H 2.710 -3.105 -5.660
H 1.358 -0.447 -7.025
O 1.509 4.038 4.983
C 2.039 3.761 3.856
C 3.374 4.325 3.385
C 3.615 3.683 2.067
C 2.312 2.947 1.805
O 2.074 2.309 0.732
N 1.493 2.966 2.861
H 4.047 4.209 4.229
H 3.165 5.427 3.302
H 4.452 2.980 2.039
H 3.949 4.374 1.261
C -0.845 1.813 4.603
C -0.179 0.620 4.917
C 1.117 0.705 5.502
C 1.887 -0.537 5.652
C 1.389 -1.797 5.372
C 0.001 -1.952 4.840
C -0.792 -0.709 4.430
H -0.322 2.706 4.855
H -1.890 1.845 4.253
H 1.432 1.744 5.646
H 2.940 -0.423 5.931
H 2.086 -2.623 5.525
H -0.558 -2.644 5.439
H -1.808 -0.728 4.795
F 1.530 -4.001 3.169
C 1.050 -2.848 2.660
C -0.121 -2.453 3.425
C -0.760 -1.097 2.962
C 0.078 -0.352 2.046
C 1.245 -0.748 1.467
C 1.692 -2.182 1.648
H -0.921 -3.245 3.321
H -1.834 -1.158 2.681
H 1.797 -0.086 0.780
H 2.464 -2.604 1.076
*
```

Which charges does Löwdin predict for the atoms? In e, they are: 1.95 -0.03 -0.30 -0.05 -0.14 -0.11 -0.03 -0.11 -0.46 -0.18 0.03 -0.07 -0.03 -0.18 -0.05 -0.15 -0.16 -0.03 -0.37 -0.31 0.06 0.10 0.08 0.07 0.13 0.11 0.11 0.10 0.08 0.09 -0.07 -0.42 -0.10 -0.11 -0.10 -0.19 0.01 0.02 0.08 0.07 0.06 0.08 0.12 0.10 0.09 0.06 0.12 0.13 0.13 -0.04 -0.43 -0.13 -0.11 -0.52 -0.09 0.03 0.11 0.13 0.11 0.12 -0.13 -0.31 -0.11 -0.14 -0.12 -0.24 -0.18 0.00 0.02 0.06 0.07 0.07 0.12 0.13 0.03 -0.27 -0.18 -0.24 -0.28 -0.12 0.01 0.16 0.14 0.07 0.07


No. 5
The following is a quantum chemistry calculation of H7N3OP2 in the gas phase in a non-equilibrium geometry, from OMol25.

Summary:
ΔE to the lowest compared entry with this formula, charge and spin	0.0	kcal per mole
structure (SMILES)	NP(N)#P(N)O
E	-926.44188	Ha
highest occupied orbital energy	-0.2983	Ha
orbital gap	9.05	eV

Geometry as ORCA input:
```
! wB97M-V def2-TZVPD RIJCOSX def2/J DEFGRID3
* xyz 0 1
N 2.093 -0.251 -0.496
P 0.515 -0.901 -0.211
N -0.018 -0.836 -1.816
P -0.630 0.868 0.364
N -2.129 0.170 0.864
O -0.002 1.055 1.910
H 2.116 0.728 -0.478
H 2.623 -0.382 0.384
H 0.338 0.004 -2.317
H 0.445 -1.596 -2.278
H -2.753 0.222 0.197
H -2.041 -0.734 1.381
H -0.557 1.652 2.498
*
```

Which charges does Löwdin predict for the atoms? In e, they are: -0.26 0.55 -0.31 0.58 -0.21 -0.44 -0.02 0.02 0.03 0.00 -0.07 0.06 0.07


No. 6
The following is a quantum chemistry calculation of C4H5NO3 in the gas phase in a non-equilibrium geometry, from OMol25.

Summary:
ΔE to the lowest compared entry with this formula, charge and spin	136.7	kcal per mole
E	-435.70267	Ha
highest occupied orbital energy	-0.3131	Ha
orbital gap	8.95	eV

Geometry as ORCA input:
```
! wB97M-V def2-TZVPD RIJCOSX def2/J DEFGRID3
* xyz 0 1
C -2.183 -1.746 0.462
C -0.936 0.281 0.074
C -3.286 0.366 -0.028
C 1.415 0.348 0.070
N -2.030 1.031 -0.091
O -4.320 0.966 0.054
O -3.145 -0.932 -0.083
O 0.167 0.936 0.154
H -1.831 -2.324 -0.527
H 1.882 0.870 -0.675
H 1.270 -0.567 -0.378
H 2.057 0.463 0.947
H -2.139 2.054 -0.203
*
```

Which charges does Löwdin predict for the atoms? In e, they are: 0.11 -0.11 -0.57 -0.05 0.15 0.13 -0.10 -0.05 0.04 0.07 0.07 0.11 0.18


No. 7
The following is a quantum chemistry calculation of a 9-piece molecular cluster, C5H30N3O8 overall in a non-equilibrium geometry, from OMol25.

Summary:
ΔE to the lowest compared entry with this formula, charge and spin	75.8	kcal per mole
E	-974.40317	Ha
highest occupied orbital energy	-0.4107	Ha
orbital gap	8.92	eV

Geometry as ORCA input:
```
! wB97M-V def2-TZVPD RIJCOSX def2/J DEFGRID3
* xyz 1 1
C 1.809 -1.566 -2.740
C 0.792 -0.986 -1.600
C -0.418 -1.978 -1.569
C -1.310 -1.643 -0.418
C -2.263 -0.654 -0.578
N -3.256 -0.143 0.312
N -1.090 -2.435 0.702
N 0.530 0.385 -1.832
H 2.554 -2.383 -2.364
H 1.154 -1.791 -3.528
H 2.724 -0.959 -2.777
H 1.283 -1.220 -0.568
H 0.028 -3.052 -1.422
H -1.006 -1.865 -2.494
H -2.283 -0.041 -1.519
H -3.431 -0.826 0.954
H -4.135 0.007 -0.225
H -2.840 0.729 0.777
H -1.683 -2.367 1.549
H -0.215 -2.892 0.862
H 1.451 0.855 -1.638
H 0.190 0.518 -2.771
H -3.843 2.998 -1.415
H -2.770 2.419 -0.540
O -3.732 2.351 -0.741
H 2.242 1.703 2.268
H 2.980 2.966 2.064
O 2.283 2.456 1.814
H -2.462 1.274 3.103
H -1.121 1.294 2.633
O -1.955 1.026 2.393
H 3.220 -1.265 2.057
H 2.632 -0.402 0.872
O 2.489 -0.633 1.829
H 1.648 -4.711 1.153
H 1.153 -4.503 -0.349
O 1.281 -4.089 0.462
H -0.179 3.916 3.186
H 0.657 2.820 2.474
O -0.206 2.937 2.874
H -0.982 2.323 0.702
H -0.458 1.400 -0.455
O -1.050 2.211 -0.208
H 3.658 1.956 -1.722
H 2.821 2.282 -0.449
O 3.107 1.575 -1.118
*
```

Which charges does Löwdin predict for the atoms? In e, they are: -0.04 -0.43 -0.12 -0.31 -0.11 0.16 0.13 0.03 0.10 0.05 0.06 0.14 0.14 0.13 0.13 0.11 0.18 0.12 0.12 0.04 0.07 0.10 0.03 0.00 -0.06 -0.02 0.03 0.07 0.03 -0.02 0.02 0.07 0.04 -0.09 0.10 0.01 -0.05 0.13 -0.02 -0.08 -0.03 0.07 -0.07 0.00 0.09 -0.03


No. 8
The following is a quantum chemistry calculation of C4H6N2O in the gas phase in a non-equilibrium geometry, from OMol25.

Summary:
ΔE to the lowest compared entry with this formula, charge and spin	58.9	kcal per mole
structure (SMILES)	COc1cc[nH]n1
E	-340.70098	Ha
highest occupied orbital energy	-0.3284	Ha
orbital gap	9.96	eV

Geometry as ORCA input:
```
! wB97M-V def2-TZVPD RIJCOSX def2/J DEFGRID3
* xyz 0 1
C 2.320 -0.002 0.107
O 1.295 -0.908 -0.195
C 0.009 -0.500 -0.038
C -0.603 0.795 -0.057
C -2.037 0.544 0.029
N -2.078 -0.786 -0.065
N -0.894 -1.445 0.053
H 2.329 0.800 -0.617
H 3.312 -0.549 -0.130
H 2.270 0.546 1.084
H -0.271 1.741 -0.295
H -2.780 1.247 -0.100
H -2.872 -1.483 0.223
*
```

Which charges does Löwdin predict for the atoms? In e, they are: -0.11 -0.08 -0.40 0.01 -0.07 -0.07 0.09 0.07 0.12 0.11 0.06 0.08 0.20